[1]
ORCA calculation (wB97M-V/def2-TZVPD) on C18H28BN10SSe2Te2W as an isolated structure.

```
! wB97M-V def2-TZVPD RIJCOSX def2/J DEFGRID3
* xyz 1 3
W -0.313 -0.511 -0.554
C -1.060 -4.418 -0.552
C -1.027 -3.512 0.627
C -1.556 -3.753 1.884
C -1.288 -2.632 2.649
C -1.688 -2.382 4.057
N -0.628 -1.746 1.883
N -0.458 -2.290 0.611
B 0.231 -0.526 2.402
N 1.613 -0.601 1.762
N 1.744 -0.806 0.410
C 3.064 -0.939 0.180
C 3.691 -1.292 -1.122
C 3.762 -0.764 1.370
C 2.815 -0.549 2.352
C 3.025 -0.241 3.792
N -0.356 0.834 1.991
N -0.100 1.391 0.744
C -0.583 2.653 0.818
C -0.695 3.666 -0.271
C -1.096 2.895 2.085
C -0.939 1.730 2.800
C -1.354 1.459 4.201
H -0.854 -5.435 -0.219
H -2.051 -4.426 -1.013
H -0.323 -4.147 -1.307
H -2.086 -4.638 2.191
H -2.122 -3.285 4.479
H -0.842 -2.072 4.668
H -2.441 -1.594 4.099
H 0.311 -0.590 3.583
H 3.257 -2.201 -1.539
H 3.590 -0.492 -1.858
H 4.753 -1.469 -0.962
H 4.830 -0.808 1.489
H 4.092 -0.181 3.990
H 2.572 0.719 4.041
H 2.591 -1.003 4.441
H -1.755 3.809 -0.498
H -0.312 4.620 0.091
H -0.160 3.410 -1.172
H -1.563 3.805 2.420
H -1.885 2.327 4.583
H -2.013 0.594 4.260
H -0.492 1.266 4.841
C -1.602 2.091 -6.275
C -0.409 2.147 -5.411
N 0.821 2.286 -5.767
N 1.552 2.191 -4.630
C 0.804 1.958 -3.546
S 1.300 1.700 -1.946
N -0.466 1.975 -4.032
N -1.587 1.861 -3.230
H -1.310 2.290 -7.303
H -2.346 2.830 -5.975
H -2.060 1.098 -6.238
H 2.554 2.248 -4.680
H -2.382 1.679 -3.838
H -1.776 2.749 -2.768
Se 0.863 -1.367 -2.443
Te -3.486 -2.145 -4.311
Te -1.820 -1.576 -2.296
Se -2.549 0.113 -0.037
*
```

The calculation puts the HOMO energy (alpha / beta) at -0.36303 / -0.35845 Eh. The value obtained for the HOMO-LUMO gap (alpha / beta) is 5.53 / 4.84 eV.

***

[2]
ORCA calculation (wB97M-V/def2-TZVPD) on C18H28Cl2N6ScSe as an isolated structure.

```
! wB97M-V def2-TZVPD RIJCOSX def2/J DEFGRID3
* xyz 3 1
Sc -0.471 0.310 1.070
N -1.745 -1.555 1.370
C -0.924 -2.809 1.515
C -0.260 -3.181 0.200
C 0.846 -2.246 -0.256
N 0.363 -0.866 -0.611
H -2.365 -1.475 2.176
H -2.372 -1.723 0.584
H -1.571 -3.621 1.846
H -0.177 -2.644 2.295
H -1.018 -3.296 -0.583
H 0.182 -4.172 0.318
H 1.350 -2.670 -1.124
H 1.597 -2.116 0.527
H -0.213 -0.924 -1.451
H 1.206 -0.331 -0.859
N 0.370 2.370 0.757
C -0.621 3.341 0.310
C -0.384 4.682 0.209
C -1.399 5.546 -0.254
C -2.618 5.048 -0.611
C -2.883 3.661 -0.505
C -4.125 3.089 -0.849
C -4.314 1.736 -0.707
C -3.271 0.961 -0.209
N -2.072 1.443 0.130
C -1.873 2.801 -0.031
H 1.116 2.293 0.054
H 0.852 2.717 1.588
H 0.586 5.085 0.477
H -1.201 6.606 -0.329
H -3.395 5.707 -0.975
H -4.919 3.724 -1.224
H -5.251 1.263 -0.962
H -3.433 -0.101 -0.085
C 4.962 -1.152 2.562
N 5.282 -0.918 1.160
C 6.437 -1.337 0.532
C 6.390 -0.869 -0.733
N 5.207 -0.170 -0.864
C 4.794 0.544 -2.067
C 4.539 -0.205 0.300
Se 2.947 0.703 0.676
H 5.758 -1.746 3.002
H 4.024 -1.697 2.648
H 4.890 -0.203 3.089
H 7.181 -1.921 1.043
H 7.086 -0.962 -1.548
H 5.558 0.405 -2.825
H 4.687 1.605 -1.851
H 3.849 0.147 -2.433
Cl -1.589 1.030 3.514
C -0.203 0.447 4.473
Cl 1.100 0.102 3.295
H -0.484 -0.457 5.001
H 0.123 1.236 5.140
*
```

The calculation puts the HOMO energy at -0.58601 Eh. The value obtained for the HOMO-LUMO gap is 6.31 eV.

***

[3]
ORCA calculation (wB97M-V/def2-TZVPD) on C18H28CrO11 as an isolated structure.

```
! wB97M-V def2-TZVPD RIJCOSX def2/J DEFGRID3
* xyz 1 4
Cr -1.425 -0.051 -2.944
C -1.128 4.096 -2.706
C -1.184 2.564 -2.928
O -0.234 1.737 -3.066
O -2.290 1.993 -2.839
H -1.476 4.404 -1.720
H -1.799 4.589 -3.409
H -0.070 4.328 -2.832
O -0.898 -0.218 -1.040
H -1.087 -0.350 -0.091
O -4.875 1.561 2.254
C -4.724 0.508 1.662
O -5.602 0.056 0.748
C -5.391 -1.298 0.362
C -4.220 -1.776 1.315
C -3.550 -0.480 1.863
H -4.971 -1.117 -0.627
H -6.331 -1.808 0.574
H -3.441 -2.275 0.739
H -4.410 -2.415 2.178
H -2.649 -0.198 1.319
H -3.252 -0.752 2.876
O 1.900 -3.399 1.055
C 1.372 -2.961 2.067
O 1.756 -3.398 3.257
C 1.270 -2.608 4.346
C -0.099 -2.130 3.699
C 0.322 -1.890 2.236
H 1.923 -1.744 4.473
H 1.310 -3.070 5.333
H -0.287 -1.228 4.282
H -0.861 -2.888 3.883
H 0.626 -0.883 1.951
H -0.465 -2.029 1.496
O 4.225 1.556 -0.630
C 3.206 2.223 -0.517
O 2.416 2.018 0.413
C 1.268 2.729 0.437
C 1.686 3.881 -0.365
C 2.660 3.217 -1.439
H 0.851 3.122 1.364
H 0.563 2.123 -0.132
H 2.138 4.604 0.313
H 0.809 4.353 -0.809
H 3.353 3.868 -1.971
H 2.011 2.627 -2.086
O 0.464 -1.071 -3.460
C 1.550 -1.302 -2.885
O 2.713 -1.640 -3.587
C 3.695 -2.084 -2.666
C 3.022 -2.163 -1.345
C 1.801 -1.293 -1.392
H 4.554 -1.422 -2.561
H 4.036 -3.083 -2.938
H 3.695 -1.887 -0.533
H 2.737 -3.200 -1.172
H 1.855 -0.324 -0.897
H 0.929 -1.724 -0.901
*
```

The calculation puts the HOMO energy (alpha / beta) at -0.45729 / -0.45731 Eh. The value obtained for the HOMO-LUMO gap (alpha / beta) is 5.22 / 7.24 eV.

***

Computed relative energy (zero: lowest compared OMol25 entry of this formula, charge and spin), in the same sequence as the records: 80.1, 19.0, 130.4 kcal/mol.
Computed E, in the same sequence as the records: -192632.47831, -139132.37340, -70054.54659 eV.